No. 1
74
Properties=species:S:1:pos:R:3:mulliken_spin:R:1 method="wB97M-V/def2-TZVPD" s_squared=6.04 charge=+4 e_tot_ha=-2128.888528 e_above_lowest_kcal_mol=141.9 multiplicity=5
Pd -0.20 1.63 -0.33 1.0309
P 2.07 -0.46 0.74 0.4033
P -0.56 0.89 2.03 0.3021
P 1.62 3.05 0.50 0.2445
H -2.68 2.19 -0.30 0.0149
C -1.87 2.38 -1.03 0.0411
C -1.86 1.46 -2.15 0.3347
H -2.56 0.59 -2.24 0.0157
C 1.76 -2.27 0.64 0.0868
C 2.95 -0.63 2.35 0.0822
C 3.60 -0.46 -0.26 0.0707
C -2.03 1.95 2.22 0.0706
C -1.12 -0.83 2.35 0.0632
C 0.35 1.27 3.57 0.0370
C 2.73 3.63 -0.80 0.0432
C 2.71 3.14 2.00 0.0336
C 0.53 4.46 0.90 0.0649
H -1.76 3.44 -1.27 0.0091
H -1.55 1.79 -3.15 -0.0010
H 1.21 -2.54 -0.26 -0.0127
H 1.20 -2.61 1.52 -0.0018
H 2.74 -2.74 0.60 0.0232
H 2.27 -1.04 3.11 -0.0066
H 3.38 0.32 2.70 -0.0002
H 3.76 -1.35 2.15 0.0177
H 3.40 -0.59 -1.32 -0.0134
H 4.18 -1.32 0.12 0.0249
H 4.16 0.47 -0.10 -0.0018
H -2.26 2.11 3.28 0.0182
H -2.90 1.50 1.73 0.0001
H -1.84 2.93 1.77 0.0055
H -1.92 -0.81 3.10 0.0232
H -0.32 -1.46 2.76 0.0004
H -1.51 -1.32 1.45 -0.0033
H -0.12 2.11 4.09 0.0010
H 1.40 1.51 3.40 -0.0090
H 0.32 0.41 4.27 0.0046
H 3.36 4.46 -0.44 0.0146
H 2.16 3.96 -1.68 -0.0051
H 3.40 2.81 -1.12 0.0046
H 3.47 3.92 1.86 0.0121
H 3.24 2.21 2.17 0.0001
H 2.12 3.40 2.89 -0.0039
H 1.10 5.39 0.90 0.0152
H 0.06 4.29 1.87 0.0003
H -0.25 4.49 0.14 -0.0007
C 1.35 -1.53 -3.13 0.2056
C 0.39 -1.42 -2.13 0.1784
C -0.22 -0.20 -1.96 -0.0115
C 0.45 0.96 -2.48 0.3053
C 1.71 0.83 -3.09 -0.0851
C 2.12 -0.42 -3.48 0.1678
O 1.31 -2.62 -3.94 0.1641
H 2.19 -2.94 -4.11 0.0032
H -0.06 -2.25 -1.58 0.0005
H -1.12 -0.29 -1.29 -0.0566
H 0.05 1.96 -2.77 0.0633
H 2.26 1.72 -3.38 0.0025
H 3.00 -0.57 -4.07 -0.0037
C -4.11 -2.36 0.93 0.0012
C -3.00 -3.34 0.56 -0.0001
O -2.30 -2.98 -0.63 0.0088
C -3.00 -3.18 -1.84 0.0000
C -3.38 -4.63 -2.12 0.0012
H -4.33 -2.42 2.00 0.0000
H -3.83 -1.32 0.69 -0.0009
H -5.03 -2.60 0.38 0.0000
H -2.24 -3.36 1.35 0.0001
H -3.43 -4.35 0.46 0.0006
H -3.91 -2.57 -1.86 0.0019
H -2.33 -2.82 -2.63 -0.0013
H -4.16 -4.99 -1.43 0.0000
H -3.79 -4.71 -3.14 0.0003
H -2.51 -5.30 -2.04 -0.0001

***

No. 2
79
Properties=species:S:1:pos:R:3:mulliken_charge:R:1 method="wB97M-V/def2-TZVPD" e_tot_ha=-1756.155563 multiplicity=1
C 2.07 -5.07 0.55 -1.5195
C 1.70 -3.56 0.50 0.0540
C 1.61 -3.08 -0.96 -0.8077
C 0.71 -1.86 -1.22 0.0787
C -0.63 -1.93 -0.48 -2.0315
C 1.40 -0.51 -1.02 1.6953
P 2.85 -0.35 -2.19 -0.1785
O 2.90 1.23 -2.60 -0.3812
O 2.46 -1.21 -3.54 -0.5335
O 0.37 0.50 -1.25 -0.4873
C -0.01 1.09 -0.13 0.4568
O -0.95 1.72 0.01 -0.5043
O 0.86 0.83 0.88 -0.4127
C 1.81 -0.14 0.41 -0.6727
B 3.27 0.48 0.72 0.6059
C 3.71 1.95 0.42 -1.0355
O 4.19 -0.33 1.32 -0.6104
H 1.54 -5.58 1.34 0.3598
H 3.14 -5.16 0.68 0.4224
H 1.78 -5.58 -0.37 0.3401
H 0.78 -3.46 1.06 0.3294
H 2.51 -3.03 1.00 -0.0344
H 1.24 -3.90 -1.57 0.5500
H 2.63 -2.91 -1.29 0.2930
H 0.47 -1.89 -2.28 0.6722
H -0.49 -1.73 0.57 0.3906
H -1.34 -1.25 -0.94 0.5451
H -0.98 -2.96 -0.59 0.2881
H 3.64 1.30 -3.23 0.3532
H 3.10 -1.93 -3.53 0.3836
H 1.70 -1.02 1.04 0.0522
H 4.38 2.25 1.23 0.3376
H 4.30 2.05 -0.48 0.3518
H 2.89 2.66 0.37 0.2989
H 4.20 -1.21 0.91 0.3176
C 1.83 9.73 0.55 -1.4319
C 1.89 8.44 -0.26 -0.3365
N 2.42 7.32 0.50 0.1338
C 2.78 6.18 -0.33 -0.7581
C 1.66 5.47 -1.10 -0.8331
C 1.73 7.01 1.74 -0.7011
C 0.23 6.70 1.67 -0.8736
H 2.80 9.96 1.00 0.3328
H 1.55 10.56 -0.10 0.4369
H 1.09 9.68 1.35 0.2922
H 2.55 8.62 -1.11 0.4403
H 0.90 8.23 -0.67 0.2697
H 3.31 5.45 0.28 0.3721
H 3.52 6.52 -1.06 0.3807
H 1.03 4.88 -0.43 0.0524
H 2.09 4.78 -1.82 0.3490
H 1.02 6.17 -1.64 0.3782
H 1.88 7.84 2.42 0.3604
H 2.24 6.17 2.22 0.3324
H -0.31 7.44 1.07 0.2376
H -0.19 6.73 2.67 0.3781
H 0.03 5.71 1.27 0.2041
C -6.60 -6.64 0.08 -1.4455
C -5.12 -6.51 0.39 -0.3278
N -4.44 -5.54 -0.45 0.1320
C -3.00 -5.62 -0.38 -0.8361
C -2.33 -5.30 0.96 -0.6554
C -5.00 -4.20 -0.45 -0.7077
C -5.12 -3.46 0.89 -0.9127
H -6.76 -6.85 -0.98 0.3357
H -7.03 -7.47 0.65 0.4397
H -7.16 -5.75 0.34 0.2926
H -4.65 -7.48 0.23 0.4465
H -5.00 -6.28 1.46 0.2715
H -2.57 -4.97 -1.15 0.3552
H -2.71 -6.63 -0.67 0.4052
H -2.34 -4.23 1.18 0.0541
H -1.27 -5.60 0.92 0.1678
H -2.78 -5.84 1.79 0.4416
H -6.00 -4.25 -0.90 0.3764
H -4.43 -3.58 -1.15 0.3391
H -5.56 -4.09 1.66 0.2464
H -5.77 -2.59 0.77 0.3904
H -4.16 -3.10 1.24 0.2078